The following is a quantum chemistry calculation of an isolated molecule of C2H5N3O2, from the Open Molecules 2025 dataset.

The geometry in XYZ format:
```
12
Properties=species:S:1:pos:R:3:forces:R:3
C -1.3287 1.5269 0.2637 -2.7 1.8 -0.5
N -0.5820 0.3400 0.3508 -1.6 -1.5 1.5
N 0.1996 0.1238 -0.5630 2.2 -2.2 0.8
O 0.5974 0.8819 -1.4442 0.0 -0.6 -0.6
C 0.9966 -1.4701 -0.3693 -1.7 3.2 -0.5
N 1.7318 -1.8282 0.7912 1.0 -0.2 1.3
O 1.3528 -1.5583 1.8939 0.0 0.3 -0.8
H -0.7612 2.2932 -0.2359 0.0 0.5 -0.3
H -1.7170 1.9337 1.2219 0.8 -0.7 -0.2
H -2.3372 1.3828 -0.3101 1.9 -0.1 0.5
H 1.5828 -1.3689 -1.2466 0.8 -0.5 -0.6
H 0.2653 -2.2570 -0.3523 -0.8 -0.1 -0.7
```
Positions in Å, forces in eV/Å.

energy relative to the best compared isomer or geometry (same formula, charge and spin): 186.03 kcal per mole
orbital gap (spin up / spin down): 8.59 / 8.59 eV
SMILES: C/N=[N+](\[O-])CN=O
lowest unoccupied orbital energy (spin up / spin down): -0.837 / -0.839 eV
energy: -393.7228 a.u.
E_HOMO (spin up / spin down): -0.3465 / -0.3466 Eh

=====

The following is a quantum chemistry calculation of a structure of composition C41H44F10GeN7O3SSr, from the Open Molecules 2025 dataset.

The geometry in XYZ format:
```
108
Properties=species:S:1:pos:R:3:forces:R:3
Sr 0.6342 1.1075 0.3505 0.1 -0.3 -0.1
C 2.2313 0.1231 -3.8969 0.3 -0.8 -0.2
C 2.2326 -0.3767 -2.4387 0.9 -0.4 0.0
C 0.8531 -0.8888 -2.1096 -0.4 -0.4 0.5
C 3.2170 -1.5662 -2.2810 0.0 -0.6 0.2
O 2.5909 0.6347 -1.4882 -0.4 -0.1 0.1
Ge 2.6760 2.4768 -1.8752 -0.3 0.4 -0.1
O 2.3903 2.8058 0.0391 0.4 -0.6 0.1
C 2.5001 4.0383 0.7116 -0.3 1.9 -0.4
C 1.1097 4.5086 1.1276 -0.8 -0.2 0.0
C 3.1623 5.1273 -0.1804 0.8 -0.9 0.0
C 3.2971 3.9402 1.9834 0.2 -1.2 0.0
O 0.7558 2.5243 -2.0933 -0.3 -0.1 -0.1
C 0.0753 3.4657 -2.9342 -0.2 1.3 0.6
C 0.4838 3.3325 -4.3863 0.4 0.4 -0.5
C -1.4353 3.3647 -2.7443 -0.1 0.1 0.7
C 0.4183 4.9104 -2.5279 -0.1 -0.2 0.1
H 1.8950 -0.7022 -4.5615 -0.1 0.4 0.4
H 3.2735 0.2865 -4.2466 -0.7 0.6 0.3
H 1.5188 0.9619 -4.0037 0.8 -0.3 -0.1
H 0.5962 -1.7612 -2.6933 -0.1 -0.1 -0.5
H 0.1158 -0.1175 -2.3035 -0.3 0.2 0.1
H 0.7741 -1.2965 -1.0827 0.1 0.4 0.0
H 2.8910 -2.4223 -2.9300 0.3 0.7 0.5
H 3.2261 -1.9471 -1.2297 -0.2 0.4 -0.6
H 4.2699 -1.3315 -2.5193 -0.5 0.2 -0.1
H 0.4301 4.5369 0.2737 -0.1 -0.4 0.2
H 1.0881 5.5305 1.4892 0.3 0.2 0.3
H 0.7005 3.8732 1.9414 0.1 0.2 -0.5
H 2.7173 5.1549 -1.1726 -0.1 0.1 0.1
H 4.2335 4.8405 -0.3151 -0.7 0.4 0.0
H 3.1082 6.1240 0.2636 0.0 -0.2 0.1
H 2.8562 3.1867 2.6296 0.0 -0.1 0.3
H 3.3849 4.8537 2.5198 -0.4 1.0 0.4
H 4.3118 3.6717 1.7838 0.8 -0.5 -0.3
H 0.1824 2.3831 -4.8305 0.1 0.0 0.0
H 1.5932 3.4664 -4.4408 -0.8 -0.3 -0.2
H 0.0171 4.1493 -4.9813 0.3 -0.5 0.3
H -1.7443 2.3772 -3.0070 -0.5 -0.8 -0.1
H -1.9831 4.0838 -3.3438 0.2 0.0 -0.5
H -1.7897 3.6151 -1.7186 0.6 -0.5 -0.3
H 1.4168 5.1521 -2.8621 0.5 0.2 0.2
H 0.3106 4.9875 -1.4481 0.2 0.2 -0.2
H -0.2463 5.6499 -2.9838 -0.1 -0.2 -0.1
C -5.3339 -0.9621 -1.7840 1.6 -0.2 -0.8
N -3.8683 -0.7308 -1.6558 -1.7 0.8 1.2
C -3.0037 -1.5558 -2.3951 0.7 -0.7 -0.4
C -3.2805 -3.0714 -2.4551 0.8 -1.2 -0.7
N -3.6081 -3.6754 -1.1896 0.1 0.6 -0.3
C -2.7091 -4.2441 -0.4040 -0.6 -0.3 0.0
C -1.3131 -4.3703 -0.5635 1.2 -0.8 0.5
F -0.6436 -3.7370 -1.5331 -0.2 0.2 0.1
C -0.5560 -5.2338 0.2409 -1.5 0.8 -0.4
F 0.7487 -5.3389 0.1148 0.6 0.0 -0.2
C -1.2070 -5.9764 1.2062 0.7 -0.4 0.4
F -0.4983 -6.8359 1.9305 0.1 -0.1 0.2
C -2.5567 -5.8346 1.4524 -0.7 -0.1 -0.1
F -3.2023 -6.5790 2.3429 0.3 -0.3 0.4
C -3.2898 -4.9922 0.6804 0.3 0.4 -0.7
F -4.6002 -5.0053 0.8038 -0.2 0.2 0.2
C -3.4038 -0.4074 -0.3076 0.2 0.2 -0.6
C -2.7340 0.9729 -0.3371 0.7 -0.4 0.3
N -1.8918 1.2075 0.8129 0.9 -0.2 0.1
C -2.3788 1.6515 1.9810 -0.2 -0.1 -0.4
C -1.4237 1.9691 2.9850 -0.1 0.2 -0.1
F -0.0869 1.6882 2.7457 -0.6 0.4 0.0
C -1.7456 2.6990 4.0948 -0.1 0.8 0.9
F -0.8026 3.2993 4.8535 0.0 -0.7 -0.2
C -3.0759 2.9357 4.4436 1.2 0.0 0.4
F -3.3756 3.4935 5.6380 0.0 0.0 -0.5
C -4.0366 2.4937 3.5805 -0.3 0.1 0.2
F -5.2953 2.6564 3.9292 -1.1 0.1 0.1
C -3.7323 1.9073 2.3858 0.6 -0.9 -1.3
F -4.7714 1.4686 1.5911 0.6 0.5 0.6
H -5.9539 -0.1291 -1.4819 0.3 0.3 0.4
H -5.6191 -1.8728 -1.2727 -0.3 -0.3 0.2
H -5.5158 -1.0758 -2.8493 -0.2 -0.2 -0.2
H -1.9955 -1.5109 -1.9629 -0.1 0.5 -0.2
H -2.9745 -1.2270 -3.4378 0.3 -0.1 -0.1
H -2.3974 -3.5514 -3.0071 -1.0 0.6 0.8
H -4.1412 -3.2674 -3.0820 -0.3 0.1 -0.2
H -2.6288 -1.1430 0.0315 -0.7 0.4 0.0
H -4.2500 -0.3864 0.3820 0.2 -0.2 0.1
H -3.4252 1.7812 -0.4248 -1.1 0.4 -0.3
H -2.1299 1.0446 -1.2701 -0.1 -0.3 0.5
S 3.8320 -5.7714 3.8668 0.0 -0.8 0.5
N 4.5500 -4.6250 3.0104 -0.7 0.0 -0.3
C 3.5596 -3.8306 2.5995 0.7 0.1 0.4
C 3.7734 -2.5731 1.9462 -1.0 2.0 -0.2
C 5.0269 -2.1175 1.5211 -0.1 -0.2 -0.3
C 5.1330 -0.8200 1.0232 -1.1 -0.6 0.9
C 3.9947 0.0138 1.0501 1.1 -1.5 0.0
N 2.8208 -0.4011 1.4618 -1.1 0.4 -0.1
C 2.6571 -1.6423 1.8909 2.1 -1.7 0.2
C 1.3419 -2.0926 2.3340 0.0 -0.5 -0.2
N 0.3347 -1.2487 2.1498 -1.4 0.3 -0.7
C -0.9078 -1.6316 2.4686 1.2 -0.4 0.9
C -1.1630 -2.8376 3.1159 -0.6 -0.9 -0.4
C -0.1494 -3.7612 3.2039 1.0 -0.4 0.6
C 1.1559 -3.3978 2.8327 -1.6 1.4 0.0
C 2.2870 -4.2052 3.0721 0.5 -0.8 0.1
N 2.2831 -5.3047 3.8164 0.7 -0.1 -0.3
H 5.8701 -2.8324 1.5791 -0.5 0.7 -0.1
H 6.0733 -0.4535 0.7112 0.7 0.4 -0.4
H 4.0139 1.0033 0.6956 0.2 1.1 -0.4
H -1.7053 -0.9628 2.2766 -0.5 0.8 -0.3
H -2.1648 -3.1269 3.4561 0.3 0.4 -0.3
H -0.2501 -4.7701 3.6222 -0.3 0.5 -0.1
```
Positions in Å, forces in eV/Å.

energy relative to the best compared isomer or geometry (same formula, charge and spin): 0.00 kcal per mole
orbital gap (spin up / spin down): 5.91 / 4.97 eV
spin multiplicity: 2
lowest unoccupied orbital energy (spin up / spin down): -0.969 / -1.912 eV
energy: -5702.2775 a.u.
⟨S²⟩: 0.80
E_HOMO (spin up / spin down): -0.2529 / -0.2530 Eh

=====

The following is a quantum chemistry calculation of a cluster of 2 separate species, C31H50ClF9N2O4PSSi in total, from the Open Molecules 2025 dataset.

The geometry in XYZ format:
```
100
Properties=species:S:1:pos:R:3:forces:R:3
C 6.0395 0.9801 3.2651 1.2 -0.5 0.1
O 5.3718 1.1622 2.0051 -0.5 0.4 0.0
C 4.1193 1.8399 2.1368 -0.6 0.1 1.3
C 2.9016 1.0107 1.5887 -0.1 0.1 0.5
C 2.9537 -0.4326 2.2381 0.8 0.3 0.0
Cl 1.3898 -0.8005 3.1163 0.7 0.0 -0.7
C 3.4053 -1.6127 1.2924 0.2 -1.0 0.2
C 3.7854 -1.1671 -0.1569 1.0 1.1 2.1
S 4.1324 -2.5551 -1.3018 -4.6 -3.4 -1.7
O 3.4323 -3.7287 -0.7968 1.6 1.0 1.0
O 3.6061 -2.2925 -2.6375 1.7 1.8 1.0
C 5.9354 -3.0002 -1.3973 1.5 0.6 -1.2
F 6.5863 -1.9156 -1.9446 -0.6 -0.8 0.9
F 6.0266 -3.9975 -2.3040 -0.5 0.7 1.3
C 6.6127 -3.3408 -0.0256 0.1 0.7 1.1
F 6.6016 -2.1555 0.7026 -0.3 -0.8 -0.9
F 5.8982 -4.2249 0.7245 0.6 0.6 -1.1
C 8.1321 -3.7950 -0.1241 1.2 0.2 0.8
F 8.8772 -2.9395 0.6532 -0.9 -0.7 -0.7
F 8.6527 -3.7154 -1.3727 -1.0 -0.3 0.8
C 8.4026 -5.2344 0.4949 1.8 -0.4 -0.3
F 8.2771 -5.2208 1.8384 -0.7 -0.1 -1.3
F 9.7184 -5.5079 0.2531 -1.2 0.3 0.0
F 7.6840 -6.1986 -0.1035 0.1 0.9 0.8
N 2.6719 -0.2912 -0.6419 0.6 -0.9 -1.4
C 1.3285 -0.9558 -0.6222 -2.1 -1.0 -0.5
C 0.2872 -0.3093 -1.6285 0.6 1.3 1.0
C -0.9672 0.1717 -0.8096 -1.1 -0.5 -0.4
C -2.3363 0.0663 -1.6322 -0.1 0.8 1.5
C -3.4692 -0.6602 -0.7926 -0.2 -0.4 -0.5
C -3.8526 -2.0880 -1.3681 -0.6 0.9 0.4
C -5.2672 -2.0487 -2.0904 0.8 -1.2 -0.7
C -6.4259 -2.7355 -1.2646 0.5 0.1 0.0
Si -7.6491 -1.5461 -0.4115 -1.1 0.4 0.0
C -7.3034 0.3092 -0.7829 -0.1 -0.2 0.2
C -9.4413 -1.8452 -1.0584 -0.2 0.1 0.1
C -7.7605 -1.8482 1.4822 0.4 0.0 0.1
C -7.4231 -0.7831 2.4049 -0.8 -2.0 0.8
C -7.5469 -1.0314 3.8199 -0.3 -1.1 -1.6
C -7.9969 -2.3344 4.2299 0.1 0.0 -0.4
C -8.3015 -3.4105 3.3235 0.5 1.6 -1.2
C -8.1818 -3.1644 1.8990 0.4 1.4 2.2
C 2.7254 1.0592 0.0234 0.0 -0.1 0.1
P 4.0056 2.0961 -0.8986 -0.9 2.9 -0.3
N 3.3815 3.5520 -1.0374 0.9 -0.9 0.7
H 5.9686 1.8612 3.9423 -0.2 -0.6 -0.5
H 5.6894 0.0396 3.7573 0.1 0.8 -0.1
H 7.1312 0.8331 3.0575 -1.0 0.1 0.0
H 4.1323 2.8961 1.7510 0.1 -1.0 0.0
H 3.9258 1.9505 3.2402 -0.1 0.0 -1.0
H 1.9952 1.5070 2.0228 0.8 -0.4 -0.5
H 3.7149 -0.3876 3.0531 -0.8 0.0 -0.7
H 4.3115 -2.0985 1.7333 -0.8 0.4 -0.3
H 2.6302 -2.4201 1.2662 0.6 0.8 -0.1
H 4.7308 -0.5571 -0.0788 -0.9 -0.3 -0.3
H 2.8895 -0.1244 -1.6439 -0.3 -0.1 0.3
H 1.3854 -2.0428 -0.8898 0.6 1.0 0.3
H 0.9001 -0.9129 0.4030 0.6 0.2 -0.6
H 0.0402 -0.9740 -2.4861 0.2 0.3 0.9
H 0.7488 0.6233 -2.0645 -0.4 -0.9 0.1
H -0.8495 1.2266 -0.4431 0.1 -0.9 -0.4
H -1.1475 -0.4371 0.1179 0.6 0.3 -0.9
H -2.6915 1.1225 -1.7505 0.4 -1.0 -0.5
H -2.1834 -0.4354 -2.6132 -0.2 0.5 0.6
H -3.2085 -0.7846 0.2848 0.1 0.4 -0.8
H -4.3889 -0.0199 -0.8148 0.8 -0.6 0.1
H -3.0385 -2.4380 -2.0535 -0.8 0.2 0.5
H -3.9238 -2.7965 -0.5102 0.1 0.3 -0.7
H -5.1342 -2.6586 -3.0259 -0.3 0.6 0.7
H -5.5087 -1.0182 -2.4448 0.2 -0.7 0.4
H -6.9755 -3.4202 -1.9545 0.2 0.5 0.6
H -5.9800 -3.3754 -0.4558 -0.3 0.4 -0.8
H -7.1574 0.4679 -1.8777 0.0 -0.1 0.8
H -6.4155 0.6696 -0.2129 -0.6 0.0 -0.5
H -8.2104 0.8992 -0.4820 0.9 -0.5 -0.2
H -9.8181 -0.9501 -1.6220 0.4 -0.9 0.3
H -9.5257 -2.7649 -1.6820 0.0 0.7 0.3
H -10.1199 -1.9603 -0.1806 0.4 0.0 -0.6
H -7.1049 0.2011 2.0149 -0.2 -0.7 0.3
H -7.2948 -0.2344 4.5440 -0.3 -0.7 -0.4
H -8.1236 -2.5336 5.3121 0.1 0.2 -0.8
H -8.6358 -4.3967 3.6992 0.3 0.8 -0.2
H -8.4113 -3.9652 1.1701 0.2 0.6 0.5
H 1.7402 1.5449 -0.2062 1.0 -0.2 -0.1
H 4.1590 1.5482 -2.2142 -0.1 -0.8 0.6
H 5.2864 2.0776 -0.2848 -0.3 -0.8 -0.1
H 4.0321 4.2182 -0.6133 -0.4 0.1 -0.3
C 0.7446 8.3519 -0.9343 0.0 0.1 0.3
C 1.9011 7.6781 -1.6512 0.1 0.1 -0.3
C 1.4236 6.2381 -1.7315 -0.1 -0.1 0.1
O -0.0070 6.2814 -1.8075 0.2 0.2 0.1
C -0.4519 7.6101 -1.5042 -0.1 0.0 -0.2
H 0.6940 9.4285 -1.0963 0.0 0.0 0.0
H 0.8189 8.1714 0.1422 0.0 0.0 0.0
H 2.0069 8.0938 -2.6571 0.0 0.0 0.0
H 2.8576 7.7816 -1.1378 0.0 0.0 0.0
H 1.6955 5.6775 -0.8314 0.1 0.0 -0.1
H 1.8207 5.7117 -2.6008 -0.1 -0.1 0.0
H -0.7969 8.0705 -2.4360 0.0 0.1 0.1
H -1.2905 7.5658 -0.8074 0.0 -0.1 0.0
```
Positions in Å, forces in eV/Å.

orbital gap: 7.17 eV
lowest unoccupied orbital energy: -3.111 eV
energy: -4009.2739 a.u.
net charge: +1
E_HOMO: -0.3778 Eh

=====

The following is a quantum chemistry calculation of a cluster of 2 separate species, C6H14O3S in total, from the Open Molecules 2025 dataset.

The geometry in XYZ format:
```
24
Properties=species:S:1:pos:R:3:forces:R:3
C -2.5082 0.7379 -1.6067 0.5 -1.0 0.9
C -2.5858 0.4786 0.9115 -1.5 0.1 -0.1
C 1.9855 1.1566 0.7767 -1.0 -1.3 -1.4
C 3.1981 -1.0894 1.0480 -1.2 -1.3 -1.8
C -2.1205 -0.1109 -0.3985 -1.4 -2.1 -1.4
C 2.5116 -0.0992 0.0858 -0.3 0.3 -0.8
O -0.1077 -1.2635 0.6952 0.9 -1.4 1.9
O -0.2688 -1.3403 -1.8108 -0.5 0.2 0.5
O 2.4210 -0.2061 -1.1408 0.5 -0.6 1.8
S -0.2934 -0.4059 -0.4376 -1.8 0.9 -1.6
H -1.9471 0.3183 -2.3792 0.9 -0.3 -1.7
H -3.5000 0.5248 -1.8492 -1.8 -0.2 -0.3
H -2.3863 1.7851 -1.6097 0.4 1.3 0.6
H -3.7350 0.7431 0.9126 2.4 -0.2 -0.4
H -1.9454 1.3354 0.9023 -0.2 1.3 1.0
H -2.4386 -0.1060 1.8193 0.3 -0.2 -0.3
H 1.5418 1.8445 0.0055 0.9 -0.3 1.2
H 1.2263 0.7960 1.4655 -0.6 0.0 -0.1
H 2.7269 1.4201 1.4799 1.1 1.4 0.3
H 3.1022 -0.7537 2.0381 -0.4 0.4 1.4
H 4.2302 -0.9837 0.8084 1.1 -0.4 -0.3
H 2.8636 -2.1886 0.9862 0.5 1.8 -0.2
H -2.6251 -1.1214 -0.6257 1.1 1.1 0.5
H 0.6548 -1.4714 -2.0768 0.1 0.3 0.2
```
Positions in Å, forces in eV/Å.

energy relative to the best compared isomer or geometry (same formula, charge and spin): 0.51 kcal per mole
orbital gap: 9.95 eV
lowest unoccupied orbital energy: 0.899 eV
energy: -860.8542 a.u.
E_HOMO: -0.3325 Eh